Entry from OMol25: a structure of composition C6H13O4Rb at a distorted geometry (the ωB97M-V functional and the def2-TZVPD basis).

Each line ends with the Löwdin charge.
Cartesian coordinates (Å):
O1 -1.664 -1.736 -5.061  0.0691
C1 -1.158 -0.792 -4.496  -0.2715
C2 0.278 -0.735 -4.058  -0.1609
C3 0.468 -0.332 -2.595  -0.1805
C4 0.010 -1.399 -1.610  -0.2871
O2 0.047 -1.013 -0.297  -0.0269
Rb1 2.585 -0.704 2.071  0.9400
H1 -1.778 0.097 -4.237  0.1342
H2 0.743 0.038 -4.693  0.1338
H3 0.771 -1.689 -4.291  0.1302
H4 -0.084 0.599 -2.389  0.1225
H5 1.532 -0.118 -2.420  0.1208
H6 0.585 -2.344 -1.712  0.1421
H7 -1.029 -1.747 -1.809  0.1728
O3 -0.229 1.161 1.523  -0.2181
C5 -0.482 2.533 1.641  -0.2847
C6 -1.790 2.920 0.976  -0.2542
O4 -1.721 4.305 0.716  -0.0528
H8 -0.554 0.592 0.560  0.1796
H9 0.352 3.134 1.239  0.1219
H10 -0.522 2.740 2.724  0.1310
H11 -2.629 2.675 1.649  0.1296
H12 -1.908 2.342 0.044  0.1166
H13 -2.447 4.562 0.143  0.0926

Calculated values
electronic energy	-15269.0787	eV
HOMO-LUMO gap (spin up / spin down)	8.56 / 6.66	eV
2S+1	2
charge	+1

---

Entry from OMol25: a cluster of 4 separate species, C7H24O5P2S2 in total (the ωB97M-V functional and the def2-TZVPD basis).

Each line ends with the Löwdin charge.
Cartesian coordinates (Å):
C1 3.294 0.879 -0.851  -0.1646
C2 2.227 -0.209 -0.848  -0.5631
S1 2.029 -0.849 0.838  0.8362
C3 1.240 -2.454 0.567  -0.7271
P1 -0.527 -2.579 -0.008  0.7962
C4 -1.258 -0.971 0.522  -0.4834
O1 -1.137 -1.001 1.930  -0.2400
O2 -2.041 -0.032 2.452  -0.0566
P2 -0.311 -2.199 -2.170  0.1850
S2 -1.084 -0.547 -2.880  0.1653
H1 2.953 1.756 -0.298  0.0717
H2 3.491 1.198 -1.875  0.0732
H3 4.220 0.528 -0.399  0.0666
H4 1.278 0.201 -1.195  0.0320
H5 2.510 -1.020 -1.518  0.0536
H6 1.260 -2.953 1.535  0.0285
H7 1.854 -3.055 -0.109  0.0301
H8 -2.313 -0.991 0.237  0.0880
H9 -0.794 -0.093 0.065  0.0575
H10 -1.421 0.723 2.547  0.0621
H11 1.052 -2.410 -2.453  -0.0594
H12 -0.861 -3.364 -2.720  -0.0614
C5 -5.230 1.472 2.935  -0.1631
O3 -4.016 1.944 3.496  -0.1270
H13 -5.894 2.329 2.844  0.0756
H14 -5.076 1.041 1.942  0.0744
H15 -5.712 0.726 3.574  0.0764
H16 -3.420 1.192 3.572  0.0392
C6 0.497 2.477 3.799  -0.1149
O4 0.133 1.584 2.750  -0.1500
H17 -0.413 2.981 4.115  0.0853
H18 0.919 1.940 4.650  0.0836
H19 1.210 3.226 3.449  0.0801
H20 0.913 1.102 2.454  0.0346
C7 2.080 -0.428 -5.597  -0.1801
O5 0.678 -0.508 -5.750  -0.1578
H21 2.524 -0.547 -6.584  0.0753
H22 2.398 0.539 -5.193  0.0729
H23 2.473 -1.223 -4.952  0.0656
H24 0.274 -0.405 -4.876  -0.0605

Calculated values
electronic energy	-58129.7263	eV
HOMO-LUMO gap	9.24	eV
structure (SMILES)	CCSCP(COO)[PH2]=S.CO.CO.CO
charge	0

---

Entry from OMol25: a structure of composition C19H31OOsSi at a distorted geometry (the ωB97M-V functional and the def2-TZVPD basis).

Each line ends with the Löwdin charge.
Cartesian coordinates (Å):
Os1 -0.170 0.996 0.458  0.7525
C1 1.800 0.972 1.561  -0.2454
C2 2.349 0.149 0.505  -0.1845
C3 2.300 0.878 -0.701  -0.1731
H1 2.682 -0.880 0.622  0.0908
C4 1.658 2.133 -0.444  -0.1955
C5 1.476 2.245 0.986  -0.2715
H2 1.205 3.133 1.543  0.1024
H3 1.726 0.722 2.614  0.0765
H4 2.742 0.576 -1.648  0.0900
H5 1.479 2.928 -1.166  0.0961
C6 -2.146 0.980 1.222  -0.2442
C7 -1.464 2.166 1.616  -0.2355
C8 -1.120 2.873 0.428  -0.2431
H6 -1.265 2.479 2.637  0.1063
C9 -1.578 2.130 -0.689  -0.2168
C10 -2.196 0.946 -0.198  -0.2258
H7 -2.639 0.150 -0.791  0.1127
H8 -2.543 0.237 1.900  0.0975
H9 -0.602 3.825 0.386  0.0738
H10 -1.475 2.432 -1.728  0.0838
O1 -0.048 -0.208 -1.983  -0.1904
C11 -0.164 0.159 -3.409  -0.5466
C12 0.516 -1.154 -3.839  -0.0770
C13 0.595 1.429 -3.704  -0.0340
C14 -1.625 0.225 -3.815  -0.0317
C15 0.493 -1.517 -2.367  -0.1590
H11 1.518 -1.017 -4.239  0.1127
H12 -0.101 -1.791 -4.466  0.1074
H13 -0.218 -2.300 -2.086  0.1182
H14 1.475 -1.670 -1.907  0.1095
H15 0.555 1.636 -4.782  0.0905
H16 1.642 1.334 -3.399  0.0741
H17 0.144 2.284 -3.181  0.0692
H18 -1.712 0.027 -4.892  0.0864
H19 -2.039 1.224 -3.623  0.0742
H20 -2.213 -0.517 -3.265  0.0902
C16 1.718 -2.168 3.106  -0.1936
Si1 -0.078 -1.743 2.719  0.4251
C17 -1.114 -3.300 2.973  -0.2041
C18 -0.637 -0.439 3.954  -0.1980
C19 -0.263 -1.160 0.912  -0.3569
H21 1.790 -2.514 4.146  0.0252
H22 2.393 -1.310 2.995  0.0118
H23 2.085 -2.978 2.461  0.0302
H24 -1.027 -3.651 4.011  0.0204
H25 -2.178 -3.119 2.771  0.0236
H26 -0.773 -4.114 2.318  0.0249
H27 -0.105 0.515 3.833  0.0153
H28 -1.715 -0.253 3.871  0.0209
H29 -0.442 -0.805 4.973  0.0279
H30 0.526 -1.614 0.288  -0.0214
H31 -1.215 -1.565 0.512  0.0077

Calculated values
electronic energy	-32592.0576	eV
HOMO-LUMO gap (spin up / spin down)	0.71 / 7.13	eV
2S+1	5
charge	-1

---

Entry from OMol25: a structure of composition C60H84N3O3PS3SeSr at a distorted geometry (the ωB97M-V functional and the def2-TZVPD basis).

Each line ends with the Löwdin charge.
Cartesian coordinates (Å):
Sr1 0.719 -0.595 1.362  1.1204
C1 4.306 5.058 -3.336  -0.0607
C2 3.853 3.706 -3.913  -0.5662
C3 5.000 3.107 -4.743  -0.0602
C4 2.671 3.960 -4.847  -0.0787
C5 3.480 2.755 -2.771  -0.2001
C6 2.222 2.178 -2.632  -0.0942
C7 1.934 1.348 -1.557  -0.4031
Se1 0.170 0.563 -1.447  1.0760
C8 0.598 -1.096 -2.338  -0.3849
C9 0.433 -1.202 -3.708  -0.0804
C10 0.823 -2.357 -4.384  -0.1954
C11 1.429 -3.349 -3.613  -0.0149
C12 1.633 -3.283 -2.236  -0.0804
C13 1.141 -2.142 -1.531  -0.3904
O1 1.155 -2.016 -0.252  -0.3666
C14 2.397 -4.460 -1.579  -0.5264
C15 1.600 -5.758 -1.769  -0.0545
C16 3.775 -4.597 -2.256  -0.0591
C17 2.656 -4.290 -0.074  -0.0557
C18 0.627 -2.560 -5.891  -0.5660
C19 -0.241 -3.807 -6.137  -0.0608
C20 -0.068 -1.363 -6.538  -0.0802
C21 1.988 -2.754 -6.576  -0.0602
C22 2.880 1.037 -0.535  -0.4305
O2 2.536 0.326 0.472  -0.3414
C23 4.197 1.572 -0.719  -0.1007
C24 4.432 2.407 -1.807  -0.0110
C25 5.392 1.111 0.150  -0.5235
C26 5.861 -0.234 -0.439  -0.0447
C27 5.048 0.885 1.634  -0.0733
C28 6.555 2.113 0.118  -0.0772
H1 4.565 5.760 -4.142  0.0744
H2 5.184 4.939 -2.692  0.0728
H3 3.506 5.500 -2.731  0.0852
H4 5.257 3.765 -5.584  0.0745
H5 4.708 2.129 -5.141  0.0875
H6 5.898 2.965 -4.134  0.0728
H7 2.963 4.674 -5.626  0.0759
H8 1.816 4.377 -4.303  0.0856
H9 2.345 3.035 -5.336  0.0833
H10 1.433 2.358 -3.353  0.0860
H11 0.001 -0.355 -4.233  0.0859
H12 1.780 -4.244 -4.129  0.0949
H13 1.443 -5.989 -2.827  0.0693
H14 0.617 -5.666 -1.294  0.0771
H15 2.130 -6.602 -1.308  0.0776
H16 3.691 -4.801 -3.328  0.0665
H17 4.343 -5.417 -1.796  0.0750
H18 4.347 -3.670 -2.134  0.0873
H19 1.730 -4.298 0.505  0.0728
H20 3.154 -3.346 0.146  0.0842
H21 3.293 -5.120 0.262  0.0784
H22 -1.202 -3.710 -5.620  0.0888
H23 0.250 -4.710 -5.762  0.0717
H24 -0.432 -3.942 -7.212  0.0744
H25 -1.042 -1.172 -6.077  0.0851
H26 -0.228 -1.562 -7.604  0.0753
H27 0.537 -0.455 -6.448  0.0831
H28 2.490 -3.655 -6.211  0.0713
H29 2.642 -1.901 -6.372  0.0877
H30 1.867 -2.850 -7.664  0.0747
H31 5.432 2.817 -1.926  0.0897
H32 5.049 -0.967 -0.390  0.0841
H33 6.721 -0.627 0.122  0.0770
H34 6.150 -0.115 -1.490  0.0817
H35 4.229 0.183 1.749  0.0660
H36 4.743 1.820 2.115  0.0402
H37 5.942 0.498 2.144  0.0744
H38 7.067 2.140 -0.850  0.0697
H39 7.297 1.823 0.871  0.0748
H40 6.205 3.127 0.355  0.0790
S1 -2.060 -1.303 1.545  0.9436
C29 -3.065 -0.083 2.278  -0.5154
N1 -4.473 -0.338 2.470  -0.1143
C30 -5.286 0.844 2.577  -0.1714
C31 -4.667 1.761 3.603  -0.1487
N2 -3.322 2.110 3.189  -0.1352
C32 -2.865 3.410 3.633  -0.1688
C33 -3.442 4.540 2.791  -0.1954
C34 -4.076 5.644 3.354  -0.0584
C35 -4.615 6.652 2.549  -0.1121
C36 -4.522 6.557 1.168  -0.1199
C37 -3.884 5.457 0.597  -0.0860
C38 -3.352 4.456 1.401  -0.0194
C39 -2.483 1.104 2.656  -0.6504
S2 -0.756 1.458 2.516  0.5219
C40 -5.112 -1.451 1.789  -0.1562
C41 -5.727 -1.093 0.444  -0.2008
C42 -4.913 -0.639 -0.597  -0.0235
C43 -5.468 -0.222 -1.802  -0.0810
C44 -6.847 -0.256 -1.991  -0.1175
C45 -7.663 -0.714 -0.965  -0.1092
C46 -7.101 -1.123 0.244  -0.0603
H41 -6.291 0.550 2.892  0.1234
H42 -5.376 1.388 1.625  0.1284
H43 -4.666 1.257 4.577  0.1103
H44 -5.257 2.678 3.673  0.1184
H45 -1.785 3.419 3.550  0.0536
H46 -3.121 3.563 4.688  0.1192
H47 -4.150 5.713 4.437  0.1016
H48 -5.112 7.502 3.005  0.0884
H49 -4.941 7.335 0.538  0.0880
H50 -3.803 5.377 -0.481  0.0976
H51 -2.856 3.593 0.961  0.1191
H52 -5.885 -1.862 2.447  0.1217
H53 -4.363 -2.220 1.653  0.0607
H54 -3.838 -0.611 -0.451  0.0903
H55 -4.818 0.130 -2.597  0.1003
H56 -7.281 0.076 -2.928  0.0888
H57 -8.738 -0.750 -1.102  0.0876
H58 -7.741 -1.472 1.049  0.1022
C47 3.615 5.047 1.379  -0.3216
P1 2.539 3.600 1.773  0.8508
C48 1.207 3.969 0.559  -0.2913
C49 1.733 4.270 3.292  -0.3222
H59 3.055 5.990 1.415  0.0268
H60 4.026 4.911 0.371  0.0150
H61 4.452 5.099 2.083  0.0226
H62 0.818 4.986 0.695  0.0372
H63 0.393 3.250 0.694  -0.0160
H64 1.604 3.851 -0.455  0.0233
H65 1.292 5.259 3.117  0.0297
H66 2.465 4.336 4.102  0.0230
H67 0.943 3.574 3.596  -0.0123
C50 1.181 -1.816 5.666  -0.2439
S3 0.410 -0.983 4.258  0.8387
O3 0.956 -1.854 3.117  -0.7555
C51 -1.244 -1.389 4.502  -0.4592
C52 -1.962 -0.500 5.301  -0.1741
C53 -3.200 -0.820 5.826  -0.1604
C54 -3.644 -2.173 5.627  -0.1453
C55 -2.964 -3.074 4.873  -0.0763
C56 -1.769 -2.712 4.022  -0.3007
H68 0.859 -2.862 5.645  0.0513
H69 0.823 -1.316 6.569  0.0457
H70 2.272 -1.735 5.576  0.0436
H71 -1.503 0.464 5.530  0.1033
H72 -3.735 -0.139 6.475  0.0647
H73 -4.543 -2.508 6.140  0.0797
H74 -3.307 -4.104 4.836  0.0710
H75 -0.993 -3.461 4.120  0.0864
C57 -3.478 -4.740 1.783  -0.0523
C58 -2.096 -4.053 1.777  -0.6030
C59 -1.679 -3.903 0.309  -0.0856
C60 -1.083 -5.007 2.423  -0.0555
N3 -2.156 -2.739 2.510  -0.2861
H76 -3.414 -5.742 1.336  0.0769
H77 -4.196 -4.156 1.200  0.0668
H78 -3.859 -4.829 2.802  0.0641
H79 -1.662 -4.899 -0.144  0.0786
H80 -0.682 -3.461 0.210  0.0633
H81 -2.380 -3.288 -0.257  0.0649
H82 -1.001 -5.895 1.789  0.0795
H83 -1.395 -5.338 3.420  0.0783
H84 -0.096 -4.538 2.493  0.0841

Calculated values
electronic energy	-182175.9967	eV
HOMO-LUMO gap	5.07	eV
charge	-2

---

Q: Look up the charge of the first one.
A: +1

---

Q: Which value of electronic energy does entry 2 give?
A: -58129.7263 eV

---

Q: Which of these has the lowest electronic energy?
A: C60H84N3O3PS3SeSr